Record 1
Density functional theory data (ωB97M-V/def2-TZVPD) for a gas-phase ion, C8H14N (charge +1) at a distorted geometry.

CARTESIAN COORDINATES (ANGSTROEM)
C1 -1.4910 -0.5868 2.1182
C2 -0.5713 -0.0668 1.3420
C3 0.8784 0.2902 1.6855
C4 1.5301 0.9212 0.5214
N1 1.0454 0.1430 -0.6383
C5 1.6701 -0.3310 -1.5839
C6 -0.4222 -0.1435 -0.4951
C7 -0.8402 -1.3996 -1.2780
C8 -1.2148 1.0775 -0.9008
H1 -2.4992 -0.8432 1.7223
H2 -1.2452 -0.4134 3.2269
H3 1.0476 0.9580 2.6266
H4 1.5341 -0.6136 1.8934
H5 1.3083 1.9086 0.3167
H6 2.5965 0.7399 0.4835
H7 1.2088 -0.9521 -2.3611
H8 2.6817 -0.0101 -1.5459
H9 -1.8832 -1.0970 -1.4156
H10 -0.7700 -2.3130 -0.7034
H11 -0.3177 -1.3851 -2.2167
H12 -2.1530 1.0177 -0.4080
H13 -1.2874 1.1291 -1.9209
H14 -0.8058 1.9702 -0.4686

Its largest force on an atom is 0.098 hartree/bohr. The value obtained for the total energy is -367.627072 Ha. The HOMO-LUMO gap comes out at 9.7 eV. The calculation puts the energy relative to the best compared isomer or geometry (same formula, charge and spin) at 33.1 kcal per mole. As for the highest occupied orbital energy: -0.50978 hartree. As for the total charge: +1. Its LUMO energy is -4.2 eV.

=====

Record 2
Density functional theory data (ωB97M-V/def2-TZVPD) for 2 unconnected molecules or ions with the total composition C3H7N3O3S at a distorted geometry.

CARTESIAN COORDINATES (ANGSTROEM)
C1 -1.2415 0.0113 2.8357
C2 -0.0969 0.0269 -0.9716
C3 0.7764 -1.0752 -0.5715
N1 -1.8874 -0.2183 1.7325
N2 -2.4191 -0.7975 0.9382
N3 1.2852 1.2928 1.0953
O1 0.6899 2.5686 -1.0756
O2 -1.0606 1.7529 0.5066
O3 -0.8699 0.1197 -1.8857
S1 0.1782 1.5809 -0.1605
H1 -1.1293 -0.6735 3.6772
H2 -1.2033 1.0603 3.0849
H3 0.3008 -1.9386 -0.9489
H4 0.9702 -1.1774 0.5057
H5 1.7240 -1.0631 -1.1432
H6 0.8603 1.2446 2.0153
H7 2.0587 2.0394 1.1074

Its largest force on an atom is 0.058 hartree/bohr. The value obtained for the total energy is -906.563477 Ha. The HOMO-LUMO gap comes out at 9.0 eV. The calculation puts the energy relative to the best compared isomer or geometry (same formula, charge and spin) at 37.8 kcal per mole. As for the highest occupied orbital energy: -0.32529 hartree. Its LUMO energy is 0.2 eV.

=====

Record 3
Density functional theory data (ωB97M-V/def2-TZVPD) for a gas-phase ion, C5H17N3 (charge +2) at a distorted geometry.

CARTESIAN COORDINATES (ANGSTROEM)
C1 1.6711 1.2393 1.1529
C2 1.3615 0.2817 0.0119
N1 2.6487 -0.5196 -0.0224
C3 0.1847 -0.5830 0.3892
C4 -1.2383 -0.0363 -0.3269
C5 -1.3210 -0.3823 -1.8356
N2 -1.3765 1.2578 0.0676
N3 -2.5321 -0.8576 0.4202
H1 2.5647 1.8290 0.8135
H2 0.8377 1.8033 1.4786
H3 2.2297 0.7366 1.9100
H4 1.4162 0.7970 -0.9540
H5 3.2799 -0.0331 -0.6665
H6 2.6197 -1.4702 -0.3369
H7 3.0840 -0.5333 0.8937
H8 0.1351 -0.6407 1.4226
H9 0.1293 -1.6248 -0.0209
H10 -2.3262 -0.5135 -2.2337
H11 -0.7901 0.3547 -2.3925
H12 -0.8353 -1.3766 -2.1271
H13 -2.3022 1.6220 -0.2648
H14 -1.0788 1.6747 0.9828
H15 -3.1343 -0.1514 0.6631
H16 -2.2123 -1.3946 1.2242
H17 -3.0149 -1.4790 -0.2491

Its largest force on an atom is 0.103 hartree/bohr. The value obtained for the total energy is -364.324269 Ha. The HOMO-LUMO gap comes out at 11.8 eV. The calculation puts the energy relative to the best compared isomer or geometry (same formula, charge and spin) at 20.5 kcal per mole. As for the highest occupied orbital energy: -0.66891 hartree. As for the total charge: +2. Its LUMO energy is -6.4 eV.